1:
This record from the OMol25 dataset describes a gas-phase ion, C5H13N2O (charge +1). The level of theory is the ωB97M-V functional and the def2-TZVPD basis.

Last columns: bonded neighbours and bond lengths (Å).
Geometry (Å):
1 C 1.7507 -0.8434 -1.1209  N2 1.470, H9 1.171, H10 1.083, H11 1.146
2 N 0.6084 -0.0020 -0.7342  C1 1.470, C3 1.466, C6 1.413
3 C -0.6314 -0.3683 -1.4258  N2 1.466, C4 1.532, H12 1.224, H13 1.152
4 C -1.6028 -1.4010 -0.8464  C3 1.532, O5 1.238, H14 1.167
5 O -1.4602 -1.9341 0.2615  C4 1.238
6 C 0.7218 1.2214 -0.0366  N2 1.413, C7 1.705, H15 1.066, H16 1.090
7 C 0.1621 1.2373 1.5739  C6 1.705, N8 1.510, H17 1.058, H18 1.058
8 N -1.0007 0.3652 1.9815  C7 1.510, H19 1.026, H20 1.104, H21 0.981
9 H 2.7706 -0.4446 -0.7053  C1 1.171
10 H 1.8235 -0.8278 -2.2011  C1 1.083
11 H 1.6449 -1.9229 -0.7525  C1 1.146
12 H -0.3284 -1.0647 -2.3862  C3 1.224
13 H -1.1127 0.5469 -1.9328  C3 1.152
14 H -2.5474 -1.6682 -1.4778  C4 1.167
15 H 0.1699 2.0136 -0.4888  C6 1.066
16 H 1.7626 1.5137 0.1047  C6 1.090
17 H -0.0511 2.2657 1.7049  C7 1.058
18 H 0.9964 1.0761 2.2041  C7 1.058
19 H -1.2910 0.6247 2.9313  N8 1.026
20 H -0.6483 -0.6805 2.0097  N8 1.104
21 H -1.7370 0.2929 1.3369  N8 0.981

The gap between HOMO and LUMO is 9.1 eV. Its net charge is +1.

2:
This record from the OMol25 dataset describes a gas-phase ion, C5H13N2O (charge +1). The level of theory is the ωB97M-V functional and the def2-TZVPD basis.

Last columns: bonded neighbours and bond lengths (Å).
Geometry (Å):
1 C 1.5645 -1.4759 0.0508  C2 1.564, H9 1.123, H10 1.051, H11 1.069
2 C 0.7034 -0.1719 0.1067  C1 1.564, C3 1.519, C4 1.527, O5 1.560
3 C 0.6981 0.4066 -1.2981  C2 1.519, H12 1.082, H13 1.149, H14 1.144
4 C 0.8932 0.8780 1.1995  C2 1.527, H15 1.013, H16 1.047, H17 1.128
5 O -0.6872 -0.8628 0.2532  C2 1.560, C6 1.353
6 C -1.8824 -0.2363 0.1494  O5 1.353, N7 1.319, N8 1.315
7 N -1.9478 1.0786 0.0658  C6 1.319, H18 1.013, H19 1.005
8 N -2.9101 -1.0212 -0.0894  C6 1.315, H20 0.964, H21 1.087
9 H 0.9559 -2.3875 -0.1951  C1 1.123
10 H 2.2742 -1.4163 -0.7215  C1 1.051
11 H 2.0983 -1.6937 0.9506  C1 1.069
12 H 0.0035 -0.1263 -1.9339  C3 1.082
13 H 1.7295 0.5862 -1.7710  C3 1.149
14 H 0.3161 1.4825 -1.2303  C3 1.144
15 H 1.5554 1.5812 0.8947  C4 1.013
16 H -0.0245 1.2878 1.4916  C4 1.047
17 H 1.3845 0.5134 2.1466  C4 1.128
18 H -2.8465 1.5376 -0.0270  N7 1.013
19 H -1.1402 1.6681 0.1704  N7 1.005
20 H -3.7836 -0.6803 -0.3135  N8 0.964
21 H -2.6544 -2.0720 0.0230  N8 1.087

The gap between HOMO and LUMO is 12.4 eV. Its net charge is +1.

Ranking the structures above by stability puts 2 first and 1 last.